64
Properties=species:S:1:pos:R:3:forces:R:3 method="wB97M-V/def2-TZVPD" e_lumo_ev=0.3194 orbital_gap_ev=7.7 de_lowest_kcal_mol=0.00 total_energy_ev=-192453.6998
Sn -0.27614 0.02976 -1.06160 0.0 -0.1 0.0
O -3.62177 2.97370 0.55876 0.0 0.0 0.0
As -2.65665 1.55152 0.95389 0.0 0.0 0.0
O -1.71259 1.90584 2.23227 0.0 0.0 0.0
O -1.89601 1.25062 -0.52364 0.0 0.1 0.0
C -4.04312 0.25907 1.35454 0.0 0.0 0.0
C -5.13964 0.82176 2.00425 0.0 0.0 0.0
C -6.20688 0.03598 2.41088 0.0 0.0 0.0
C -6.18873 -1.32725 2.17032 0.0 0.0 0.0
C -5.10186 -1.90079 1.53003 0.0 0.0 0.0
C -4.03058 -1.11600 1.12398 0.0 0.0 0.0
S -2.71873 -1.96882 0.26615 0.0 0.0 0.0
O -2.81338 -3.35655 0.68716 0.0 0.0 0.0
O -1.46128 -1.33611 0.75898 0.0 0.0 0.0
O -2.89512 -1.73803 -1.14854 0.0 0.0 0.0
H -3.75581 2.99311 -0.39711 0.0 0.0 0.0
H -5.15901 1.88818 2.18564 0.0 0.0 0.0
H -7.04836 0.49310 2.91464 0.0 0.0 0.0
H -7.01675 -1.94986 2.48282 0.0 0.0 0.0
H -5.06465 -2.96503 1.34645 0.0 0.0 0.0
Br 1.11412 1.39039 -4.16139 0.0 0.0 0.0
C 1.22779 2.63271 -2.74182 0.0 0.0 0.0
C 1.97054 3.79015 -2.92056 0.0 0.0 0.0
C 1.98951 4.70406 -1.88281 0.0 0.0 0.0
C 1.26207 4.44006 -0.72929 0.0 0.0 0.0
C 0.56197 3.25359 -0.64824 0.0 0.0 0.0
N 0.55918 2.35517 -1.64021 0.0 -0.1 0.1
H 2.50378 3.95635 -3.84439 0.0 0.0 0.0
H 2.55944 5.61896 -1.97895 0.0 0.0 0.0
H 1.23431 5.13819 0.09505 0.0 0.0 0.0
H -0.01926 2.99152 0.22719 0.0 0.0 0.0
N -0.28948 -4.10922 -0.44733 0.0 0.0 0.0
C -0.01240 -4.38086 -1.73020 -0.1 0.0 0.0
N -0.69865 -5.36515 -2.33069 0.0 0.0 0.0
N 0.92554 -3.77663 -2.45556 0.0 0.0 0.0
C 1.44947 -2.69968 -1.90495 0.1 0.0 -0.1
N 2.11096 -1.74969 -1.72655 0.0 0.0 0.0
H -1.22555 -4.25494 -0.07877 0.0 0.0 0.0
H 0.16048 -3.29081 -0.06426 0.0 0.0 0.0
H -1.47243 -5.81053 -1.87343 0.0 0.0 0.0
H -0.57463 -5.47601 -3.32075 0.0 0.0 0.0
C 1.30583 1.75549 2.86138 0.0 0.0 0.0
C 0.70354 0.63062 2.08111 0.0 0.0 0.0
N 0.22160 -0.41204 2.74363 0.0 0.0 0.0
O 0.71430 0.68947 0.83270 0.0 0.0 0.0
H 1.57654 1.46105 3.87364 0.0 0.0 0.0
H 0.54040 2.53244 2.90508 0.0 0.0 0.0
H 2.18016 2.13404 2.33536 0.0 0.0 0.0
H 0.11123 -0.33160 3.73917 0.0 0.0 0.0
H -0.39976 -1.03931 2.23779 0.0 0.0 0.0
C 3.72510 -1.05232 0.49864 0.0 0.0 0.0
C 3.68617 -0.31582 -0.84203 0.0 0.0 0.0
C 3.81510 1.18631 -0.62041 0.0 0.0 0.0
C 4.82719 -0.80773 -1.73380 0.0 0.0 0.0
N 2.38734 -0.49386 -1.52654 0.0 0.0 0.0
H 4.67226 -0.87331 1.01221 0.0 0.0 0.0
H 3.62526 -2.13013 0.35218 0.0 0.0 0.0
H 2.91083 -0.71804 1.14194 0.0 0.0 0.0
H 4.74619 1.42146 -0.10114 0.0 0.0 0.0
H 2.97582 1.55186 -0.02592 0.0 0.0 0.0
H 3.81235 1.70893 -1.57919 0.0 0.0 0.0
H 5.79673 -0.63410 -1.26100 0.0 0.0 0.0
H 4.80528 -0.28658 -2.69221 0.0 0.0 0.0
H 4.73089 -1.87865 -1.92454 0.0 0.0 0.0